1.
A molecular structure, C48H35BrN3O3RhS4, computed with ωB97M-V/def2-TZVPD.

Structure (XYZ):
```
95
C48H35BrN3O3RhS4, DFT ωB97M-V/def2-TZVPD
H 1.73 -4.35 -1.53
S -1.04 -2.52 -0.66
C 0.50 0.15 -5.92
C -4.83 0.16 4.24
H 2.22 3.61 -3.01
C 0.74 0.30 2.55
O -0.60 -1.86 0.60
C 1.28 1.32 3.30
C -6.14 0.03 -2.30
N 4.13 -1.26 -0.87
C 6.58 -2.36 -1.52
C 0.29 -1.86 -4.41
H -4.87 0.82 5.10
C 1.78 1.05 4.56
Br 3.98 -2.30 1.67
S 0.12 0.71 0.90
C 4.81 -1.99 0.01
C -1.65 0.56 1.49
N 4.76 7.02 0.72
C -3.44 -2.47 -1.95
H 7.54 -2.78 -1.77
H -6.51 -1.00 4.82
C 2.37 -3.45 -1.56
H -4.65 -2.16 1.16
C -0.53 -1.65 -2.16
C -4.58 -1.88 -2.38
O 1.67 -2.38 -1.03
H 0.25 -1.79 2.44
H -7.39 1.74 -2.16
H 3.28 -3.72 -1.01
C -0.33 0.28 -3.55
C -2.86 1.41 3.42
H -3.06 -3.37 -2.42
H 6.54 -3.13 0.50
C 0.69 -1.00 3.03
Rh 2.31 -0.59 -0.32
C -4.72 1.13 -0.18
H 2.65 -3.30 -2.62
H 1.70 -1.26 6.97
H -0.39 0.33 -6.52
H 1.33 2.32 2.88
H 1.16 -2.27 4.69
C 4.65 -1.08 -2.09
H -1.10 0.33 -1.56
C -5.65 -1.70 2.96
H 1.00 1.11 -5.78
C -4.69 -1.50 2.01
H 1.17 -0.49 -6.51
C 0.15 -0.49 -4.60
C 6.04 -2.55 -0.26
C 3.79 4.83 -0.26
C -6.53 1.22 -1.77
H -6.69 -0.42 -3.13
C -3.13 -0.80 -0.19
C -3.72 -0.47 2.15
C 3.86 3.67 0.48
S 3.45 0.99 0.90
C 3.10 6.01 -2.32
C 3.36 2.47 -0.02
C -3.80 0.36 3.29
S 2.12 0.96 -1.91
C -5.80 1.78 -0.70
H -1.05 2.23 2.69
C -1.81 1.47 2.57
H -4.17 1.59 0.63
C -5.01 -0.66 -1.80
C -5.73 -0.85 4.09
C 2.69 3.62 -2.03
H 3.32 -0.99 6.34
C 5.87 -1.61 -2.45
H 0.66 -2.48 -5.21
C 4.32 6.05 0.28
H -6.09 2.74 -0.30
H -2.96 2.13 4.23
C 2.33 -0.55 6.43
C -0.68 -0.29 -2.34
C 1.76 -0.25 5.07
C 1.20 -1.26 4.29
C -2.70 -1.90 -0.88
H -6.36 -2.51 2.85
H 2.42 0.35 7.03
H -0.44 1.36 -3.68
H 6.25 -1.44 -3.45
N 3.01 6.96 -2.96
C -2.68 -0.29 1.15
C -0.05 -2.44 -3.20
O 0.32 2.16 0.70
H 4.32 3.69 1.47
H -5.16 -2.32 -3.18
C -4.29 -0.11 -0.71
H 0.08 -3.51 -3.05
H 4.06 -0.47 -2.77
C 2.77 2.46 -1.28
C 3.19 4.81 -1.53
H 2.21 1.85 5.15
```

Results
Gap between HOMO and LUMO ... 6.4 eV
Total charge ... 0
ΔE to the lowest compared entry with this formula, charge and spin ... 103.9 kJ/mol
HOMO energy ... -7.50 eV
Energy ... -177346.1403 eV

For reference, the Mulliken charges in units of e are: 0.220 -0.545 -1.631 -1.076 0.585 0.865 0.082 -0.549 -0.883 0.758 -0.309 -1.032 0.449 -0.974 0.010 1.584 0.185 -0.252 -0.529 -0.816 0.394 0.391 -1.163 0.399 1.231 -1.201 0.046 0.636 0.390 0.233 -1.428 -1.340 0.522 0.462 -0.950 1.173 -0.635 0.331 0.380 0.319 0.475 0.443 -0.564 0.584 -0.803 0.343 -0.966 0.395 1.229 -0.629 0.627 -0.682 0.433 0.035 0.820 -1.009 -0.343 -0.273 0.609 1.366 -0.227 -0.854 0.607 -0.771 0.365 0.625 -0.595 -1.084 0.278 -0.879 0.391 -0.243 0.468 0.451 -1.619 -0.665 1.108 -1.087 1.227 0.441 0.390 0.457 0.461 -0.540 -0.228 -0.741 -0.810 0.536 0.394 1.247 0.575 0.570 0.534 0.430 0.366

2.
A molecular structure, C4H5NO2 in a non-equilibrium geometry, computed with ωB97M-V/def2-TZVPD.

Structure (XYZ):
```
12
C4H5NO2, DFT ωB97M-V/def2-TZVPD
H 1.66 1.92 1.11
C 1.25 0.49 -0.84
C 0.49 0.02 0.91
N -2.33 -1.40 0.30
O -2.17 0.63 -0.88
H -1.74 -2.26 0.45
C -2.08 -0.39 -0.31
H 0.15 -0.72 1.68
H 2.27 0.03 -1.03
C 1.34 1.01 0.61
O 0.30 -0.52 -0.37
H 0.85 1.20 -1.64
```

Results
Gap between HOMO and LUMO ... 10.2 eV
Total charge ... 0
ΔE to the lowest compared entry with this formula, charge and spin ... 301.3 kJ/mol
HOMO energy ... -9.34 eV
Energy ... -9811.1919 eV

For reference, the Mulliken charges in units of e are: 0.345 -0.156 -0.112 -0.571 -0.446 0.323 0.747 0.307 0.227 -0.549 -0.379 0.264

3.
A molecular structure, C11H21Be2Br2Cl2FKN3O9S in a non-equilibrium geometry, computed with ωB97M-V/def2-TZVPD.

Structure (XYZ):
```
53
C11H21Be2Br2Cl2FKN3O9S, DFT ωB97M-V/def2-TZVPD
C 1.86 -0.25 -0.02
H 6.06 2.38 1.23
H -1.17 -4.49 1.65
O -4.90 0.46 1.27
O 0.10 -3.43 -0.28
O -5.89 -1.38 -0.06
C -2.98 0.83 -1.11
Br 2.03 -3.43 -2.20
C 6.14 3.35 -0.55
C 0.58 -2.74 -1.11
H 2.20 0.37 0.96
H -3.58 -1.20 -1.46
H -2.51 -4.17 0.57
C 0.33 -0.42 -0.12
H 0.70 -0.90 -2.20
H 6.51 4.57 -2.14
H 7.40 5.01 -0.73
Be -1.69 -3.40 3.57
H -2.32 -1.12 -0.25
Be -7.17 -2.72 0.79
H 7.15 3.73 1.24
Br 1.03 1.72 -3.06
H -3.52 1.59 -0.55
Cl -0.62 3.05 1.41
K -2.78 0.59 2.99
O 5.34 2.62 -1.13
O -0.97 1.00 1.30
H -6.67 -1.18 0.60
H -1.48 2.37 -1.21
C 0.14 -1.30 -1.36
Cl 3.38 1.51 1.33
H 2.34 -1.23 0.07
O -1.41 -0.70 2.86
H -1.01 0.99 -2.14
O -4.12 -1.75 1.65
C -1.47 1.28 -1.21
N 0.65 2.00 -0.19
S -4.53 -0.79 0.63
O 0.03 -1.03 1.18
N 6.75 4.40 -1.17
H 2.28 0.24 -0.89
C -3.21 -0.61 -0.61
N 6.49 3.15 0.75
H 0.28 3.02 0.09
C -0.79 -0.32 1.86
H -0.90 -1.34 -1.70
H -3.37 0.88 -2.12
H 0.91 2.03 -1.34
F 6.49 0.83 -2.20
H -2.81 -4.16 2.29
C -0.50 0.89 -0.06
O -2.53 -6.02 1.42
C -2.26 -4.78 1.47
```

Results
Gap between HOMO and LUMO ... 1.4 eV
Total charge ... 0
HOMO energy ... -6.66 eV
Energy ... -230431.9751 eV

For reference, the Mulliken charges in units of e are: -1.545 0.200 0.152 -0.741 -0.397 -0.527 -1.076 -0.094 0.666 -0.156 0.095 0.731 0.153 0.656 0.598 0.235 0.145 0.423 -0.232 0.005 0.169 -0.417 0.555 -0.434 1.094 -0.449 -0.433 0.391 0.324 -0.519 -0.387 0.499 -0.917 0.579 -0.632 -1.188 -0.313 1.169 -0.332 -0.399 0.557 -0.232 -0.317 0.336 0.686 0.350 0.317 0.165 -0.476 0.175 1.400 -0.569 -0.042

4.
A molecular structure, C5H5O3Tl in a non-equilibrium geometry, computed with ωB97M-V/def2-TZVPD.

Structure (XYZ):
```
14
C5H5O3Tl, DFT ωB97M-V/def2-TZVPD
H -0.75 0.66 -2.44
C 0.13 0.63 0.99
Tl -1.50 -1.63 0.39
C -0.91 0.18 -1.45
O -0.03 0.38 3.47
C -0.17 0.41 2.16
H -0.26 -0.49 3.83
H 1.72 -0.14 -1.92
O -0.10 -1.08 -1.45
H 0.73 1.77 -0.71
C 0.40 0.76 -0.41
H 1.72 -1.06 -0.38
C 1.12 -0.43 -1.04
O -2.10 0.05 -1.03
```

Results
Gap between HOMO and LUMO ... 8.3 eV
Total charge ... 0
HOMO energy ... -8.25 eV
Energy ... -16098.0393 eV

For reference, the Mulliken charges in units of e are: 0.375 -0.493 0.463 0.118 -0.478 0.493 0.352 0.272 -0.472 0.430 -0.217 0.293 -0.375 -0.760

5.
A molecular structure, C43H44Cl2FN6O8PSr in a non-equilibrium geometry, computed with ωB97M-V/def2-TZVPD.

Structure (XYZ):
```
106
C43H44Cl2FN6O8PSr, DFT ωB97M-V/def2-TZVPD
H -5.22 -2.91 -3.72
C -3.22 -2.13 -4.28
C -1.36 -1.08 5.30
N -4.14 2.28 0.86
C 5.92 0.52 2.82
C -3.27 3.90 -1.52
C -0.72 0.52 -5.22
H 1.21 -5.89 -5.71
C 0.04 -4.25 -6.31
N 0.91 -2.21 2.64
C -1.84 -2.26 5.80
C -3.54 0.11 1.08
N 2.38 -2.06 0.26
O -1.23 0.45 0.21
C 1.18 4.86 2.57
C -2.43 3.07 -0.82
C 6.13 -0.39 3.84
O -0.20 1.53 5.80
H 4.58 2.44 -1.63
C 0.11 3.78 4.40
H -4.15 3.61 2.54
H 0.42 5.90 4.29
C 4.66 0.51 2.23
C -0.47 4.10 -1.84
O 1.14 -4.53 2.45
H 1.03 -3.79 -6.50
H -1.19 0.64 -4.22
C 3.19 -1.99 -0.83
C 0.47 2.49 3.88
C -0.22 -1.04 4.37
H -3.95 -4.15 -3.68
C -5.92 0.75 1.85
C 0.35 -5.34 -5.28
H 6.73 1.21 2.49
Sr 1.08 0.23 1.32
H -6.61 1.49 1.44
H -0.50 3.79 5.31
H 1.38 5.72 1.94
H -3.39 -0.89 1.41
H -6.25 -0.16 1.33
H 2.88 -1.43 4.39
C 3.71 -4.27 -0.76
H 1.26 0.45 -4.31
H 0.01 -4.44 3.95
H -3.47 -1.05 -4.02
C 0.50 4.97 3.76
H -0.49 2.31 -0.56
H 4.40 1.19 1.42
H 1.93 3.63 1.08
N 0.24 0.10 3.92
Cl 3.09 4.07 -2.33
H 0.66 -5.02 -4.27
H -1.65 -0.06 5.61
C -0.45 -3.50 4.33
H 4.22 -5.20 -1.11
H -5.56 3.72 1.32
O -1.88 -2.24 -3.81
H -1.72 -4.39 5.90
H 3.25 -1.07 -1.42
H 1.31 0.46 -6.11
C -1.31 4.98 -2.48
H 4.52 -2.93 -2.22
H -2.69 -2.28 6.53
C 3.77 -1.00 3.91
P -0.63 -2.14 -4.75
C 5.11 -1.21 4.32
C -4.47 3.57 1.45
F 7.43 -0.62 4.37
H 5.37 -2.02 5.00
C 3.57 -0.19 2.78
C 3.95 -3.08 -1.31
C 0.81 0.88 -5.25
N -2.92 2.06 0.09
C -1.36 -3.51 5.38
H -3.46 5.55 -2.89
O -0.97 -0.83 -5.65
H -0.38 -4.68 -7.21
C -2.45 0.81 0.34
C -1.04 3.12 -1.02
C 1.43 3.62 2.04
H -3.30 -2.36 -5.39
C 0.16 1.28 4.64
H -3.89 -2.96 -2.36
H -0.46 -6.05 -5.25
H 0.64 4.23 -1.80
H -3.88 4.37 0.92
C -4.51 1.00 1.35
C -4.12 -3.08 -3.49
H -0.90 5.73 -3.17
C 0.20 -2.29 3.82
N 1.05 2.46 2.65
H 2.58 -5.25 0.94
C 2.27 -3.23 0.88
H -1.33 1.21 -5.83
H -4.37 3.82 -1.37
C 2.88 -4.36 0.40
H 0.89 1.96 -5.27
O 1.97 0.47 -2.11
C -2.74 4.89 -2.34
O -1.00 -3.26 -5.92
H -5.89 0.56 2.93
C 3.63 2.31 -2.15
O 2.49 1.62 -0.21
C 1.32 -3.38 2.04
C 2.55 1.35 -1.44
Cl 4.12 1.77 -3.73
```

Results
Gap between HOMO and LUMO ... 3.9 eV
Total charge ... -2
ΔE to the lowest compared entry with this formula, charge and spin ... 240.5 kJ/mol
HOMO energy ... -0.58 eV
Energy ... -108514.2401 eV

Results of the Mulliken charge analysis, in e, for atoms 1 through 99: 0.336 0.022 -0.925 0.055 -0.541 0.079 -0.165 0.366 -0.301 0.737 -0.350 -1.336 0.697 -0.665 -0.918 -0.653 0.478 -0.804 0.350 -0.672 0.271 0.414 -0.646 -0.242 -0.880 0.286 0.114 -0.214 0.168 0.455 0.304 -1.377 -1.008 0.318 1.419 0.368 0.399 0.400 0.526 0.357 0.125 -0.395 -0.101 0.328 0.154 -0.416 0.538 0.130 0.455 0.477 -0.275 0.295 0.249 -0.857 0.309 0.294 0.015 0.382 0.420 0.326 -0.395 0.409 0.221 -0.984 0.134 -0.510 -0.995 -0.361 0.326 1.256 -1.240 -0.618 0.575 -0.749 0.316 -0.315 0.270 0.501 0.268 -0.519 0.297 -0.380 0.224 0.285 -0.085 0.415 0.563 -1.142 0.379 0.006 0.630 0.491 0.137 0.308 0.446 -0.557 0.409 -0.520 -0.623

- Which of these has the highest energy?
  C4H5NO2

- Number 5 is which compound?
  C43H44Cl2FN6O8PSr